Below is C44H36F16GeN4O2PS4Sc as an isolated structure at a distorted geometry, with properties calculated with ωB97M-V/def2-TZVPD.

Cartesian coordinates (Å):
Sc (0.120, -0.471, -0.215)
N (2.116, 0.660, 0.747)
C (1.897, 1.205, 2.037)
C (2.856, 1.281, 3.006)
C (2.555, 1.826, 4.273)
C (1.307, 2.307, 4.544)
C (0.290, 2.228, 3.564)
C (-1.029, 2.690, 3.776)
C (-1.964, 2.534, 2.796)
C (-1.597, 1.880, 1.604)
N (-0.375, 1.457, 1.353)
C (0.579, 1.645, 2.316)
H (2.167, 1.369, 0.012)
H (2.985, 0.132, 0.698)
H (3.856, 0.924, 2.797)
H (3.330, 1.870, 5.024)
H (1.075, 2.741, 5.507)
H (-1.282, 3.152, 4.721)
H (-2.985, 2.859, 2.926)
H (-2.335, 1.697, 0.830)
F (3.089, -5.978, -2.658)
C (2.149, -5.039, -2.377)
C (1.875, -4.064, -3.315)
C (0.929, -3.099, -3.008)
C (0.232, -3.103, -1.798)
C (-0.772, -2.043, -1.515)
C (0.531, -4.125, -0.888)
C (1.488, -5.089, -1.165)
H (2.383, -4.073, -4.269)
H (0.703, -2.332, -3.732)
H (-1.658, -2.444, -1.000)
H (-1.090, -1.554, -2.446)
H (0.007, -4.154, 0.058)
H (1.720, -5.873, -0.459)
C (-2.915, -5.107, 0.696)
C (-2.958, -3.832, 1.518)
C (-3.989, -2.863, 0.973)
O (-1.635, -3.251, 1.425)
P (-0.950, -2.379, 2.588)
S (-2.043, -0.882, 3.174)
S (0.840, -1.910, 1.760)
O (-0.750, -3.356, 3.822)
C (-0.058, -4.604, 4.050)
C (1.098, -4.865, 3.109)
C (-1.079, -5.726, 4.039)
H (-3.876, -5.616, 0.750)
H (-2.142, -5.791, 1.040)
H (-2.710, -4.867, -0.347)
H (-3.162, -4.050, 2.572)
H (-3.772, -2.640, -0.072)
H (-4.000, -1.937, 1.542)
H (-4.977, -3.320, 1.025)
H (0.327, -4.485, 5.069)
H (0.761, -4.974, 2.077)
H (1.574, -5.796, 3.415)
H (1.840, -4.071, 3.144)
H (-1.467, -5.878, 3.033)
H (-1.908, -5.501, 4.708)
H (-0.613, -6.655, 4.365)
S (-1.565, 1.232, -1.736)
C (-0.621, 2.629, -2.025)
N (-0.018, 3.296, -1.044)
C (0.868, 4.431, -1.261)
C (1.480, 4.323, -2.648)
C (0.373, 4.163, -3.678)
N (-0.491, 3.063, -3.275)
H (-0.153, 2.921, -0.112)
H (1.638, 4.410, -0.491)
H (0.307, 5.366, -1.152)
H (2.123, 3.443, -2.682)
H (2.081, 5.205, -2.869)
H (0.785, 3.920, -4.657)
H (-0.213, 5.083, -3.776)
H (-0.910, 2.470, -3.974)
F (3.761, -1.443, -0.347)
C (4.324, -2.210, -1.310)
C (4.409, -1.726, -2.603)
C (5.031, -2.548, -3.523)
F (5.193, -2.153, -4.792)
C (5.521, -3.803, -3.188)
F (6.107, -4.570, -4.105)
C (5.395, -4.260, -1.886)
F (5.858, -5.460, -1.552)
C (4.795, -3.454, -0.930)
F (4.678, -3.879, 0.329)
Ge (3.691, 0.070, -2.928)
S (1.699, 0.422, -2.232)
C (3.700, 0.519, -4.848)
C (3.059, -0.317, -5.745)
F (2.515, -1.458, -5.313)
C (2.948, -0.036, -7.097)
F (2.332, -0.877, -7.927)
C (3.491, 1.143, -7.586)
F (3.393, 1.441, -8.881)
C (4.128, 2.014, -6.717)
F (4.640, 3.157, -7.178)
C (4.215, 1.688, -5.372)
F (4.821, 2.589, -4.573)
C (5.151, 1.186, -2.166)
C (5.045, 2.191, -1.223)
F (3.852, 2.553, -0.712)
C (6.139, 2.907, -0.753)
F (5.979, 3.870, 0.158)
C (7.404, 2.615, -1.238)
F (8.464, 3.288, -0.796)
C (7.553, 1.619, -2.190)
F (8.763, 1.335, -2.671)
C (6.431, 0.938, -2.630)
F (6.613, 0.001, -3.574)

2S+1 ... 1
HOMO level ... -7.27 eV
Energy relative to the best compared isomer or geometry (same formula, charge and spin) ... 33.12 kJ/mol
Calculated total energy ... -229599.5997 eV
Net charge ... 0
Kohn-Sham gap ... 6.654 eV


Below is C44H36N7O2PTi as an isolated structure at a distorted geometry, with properties calculated with ωB97M-V/def2-TZVPD.

Cartesian coordinates (Å):
Ti (-0.400, 0.198, -0.410)
C (2.730, 0.645, 0.811)
N (1.895, -0.444, 0.312)
C (1.716, -1.569, 1.230)
C (0.585, -1.261, 2.158)
N (-0.445, -0.568, 1.762)
C (-1.341, -0.554, 2.824)
C (-2.609, 0.016, 2.916)
C (-3.286, -0.162, 4.106)
C (-2.727, -0.884, 5.173)
C (-1.474, -1.459, 5.085)
C (-0.796, -1.281, 3.885)
N (0.445, -1.713, 3.430)
C (1.931, 1.907, 0.872)
N (0.715, 1.998, 0.419)
C (0.353, 3.338, 0.530)
C (-0.832, 3.976, 0.176)
C (-0.898, 5.337, 0.396)
C (0.179, 6.047, 0.950)
C (1.360, 5.421, 1.303)
C (1.421, 4.051, 1.078)
N (2.419, 3.105, 1.286)
H (3.571, 0.812, 0.133)
H (3.148, 0.408, 1.794)
H (2.206, -0.773, -0.595)
H (2.630, -1.829, 1.775)
H (1.403, -2.420, 0.622)
H (-3.022, 0.553, 2.071)
H (-4.276, 0.260, 4.221)
H (-3.296, -0.999, 6.086)
H (-1.053, -2.022, 5.908)
H (1.091, -2.306, 3.919)
H (-1.648, 3.406, -0.246)
H (-1.799, 5.874, 0.133)
H (0.084, 7.114, 1.103)
H (2.187, 5.973, 1.728)
H (3.339, 3.275, 1.650)
O (-3.776, 0.395, -1.518)
C (-2.579, 0.640, -1.397)
O (-2.085, 0.965, -0.157)
C (-1.547, 0.508, -2.393)
C (-1.924, -0.300, -3.597)
C (-0.102, -1.021, -4.465)
C (1.060, -0.401, -3.746)
C (2.341, -0.780, -4.133)
C (3.488, -0.153, -3.668)
C (3.336, 0.949, -2.833)
C (2.075, 1.349, -2.431)
C (0.905, 0.656, -2.809)
N (-0.263, 1.032, -2.167)
H (-3.008, -0.294, -3.691)
H (0.267, -1.639, -5.283)
H (2.433, -1.600, -4.839)
H (4.466, -0.475, -4.001)
H (4.202, 1.523, -2.522)
H (1.951, 2.234, -1.820)
N (-0.192, -1.568, -1.029)
P (-0.930, -2.490, -2.040)
C (-1.272, -1.722, -3.665)
C (-1.109, 0.107, -4.854)
C (-1.819, -0.064, -6.156)
C (-2.419, -1.182, -6.562)
C (-2.468, -2.434, -5.810)
C (-1.985, -2.675, -4.588)
C (0.129, -3.931, -2.433)
C (-0.315, -5.187, -2.842)
C (0.591, -6.194, -3.148)
C (1.954, -5.958, -3.054)
C (2.409, -4.713, -2.644)
C (1.503, -3.711, -2.334)
C (-2.515, -3.110, -1.351)
C (-3.395, -4.036, -1.921)
C (-4.559, -4.406, -1.266)
C (-4.877, -3.855, -0.033)
C (-4.022, -2.928, 0.540)
C (-2.855, -2.565, -0.114)
H (-0.678, 1.105, -4.789)
H (-1.841, 0.798, -6.813)
H (-2.900, -1.188, -7.533)
H (-2.947, -3.266, -6.315)
H (-2.092, -3.693, -4.242)
H (-1.371, -5.407, -2.898)
H (0.227, -7.165, -3.457)
H (2.659, -6.744, -3.296)
H (3.472, -4.519, -2.571)
H (1.849, -2.733, -2.026)
H (-3.209, -4.472, -2.890)
H (-5.227, -5.120, -1.730)
H (-5.792, -4.139, 0.470)
H (-4.263, -2.472, 1.491)
H (-2.197, -1.837, 0.338)

2S+1 ... 1
HOMO level (spin up / spin down) ... -5.40 / -5.40 eV
Calculated total energy ... -93145.3941 eV
Net charge ... 0
Kohn-Sham gap (spin up / spin down) ... 5.368 / 5.372 eV


Below is C44H37As2GdN4S8 as an isolated structure at a distorted geometry, with properties calculated with ωB97M-V/def2-TZVPD.

Cartesian coordinates (Å):
Gd (-0.405, 0.812, -1.368)
C (-5.687, -0.048, 0.863)
S (-5.251, 1.669, 0.696)
C (-3.507, 1.575, 0.389)
S (-2.678, 0.082, 0.359)
N (-3.052, 2.791, 0.173)
N (-1.728, 2.764, -0.095)
C (-1.170, 3.890, -0.165)
C (0.283, 3.997, -0.357)
C (0.895, 5.251, -0.499)
C (2.276, 5.308, -0.690)
C (3.020, 4.137, -0.703)
C (2.330, 2.939, -0.567)
N (1.001, 2.850, -0.424)
H (-6.747, -0.074, 1.055)
H (-5.168, -0.532, 1.703)
H (-5.464, -0.603, -0.039)
H (-1.705, 4.820, -0.020)
H (0.277, 6.145, -0.527)
H (2.732, 6.302, -0.829)
H (4.088, 4.108, -0.850)
H (2.830, 2.005, -0.617)
C (-0.252, -1.630, 2.250)
C (0.774, -2.574, 1.579)
As (1.288, -1.886, -0.243)
C (1.720, -3.537, -1.216)
C (1.894, -4.807, -0.635)
C (2.284, -5.895, -1.425)
C (2.489, -5.721, -2.791)
C (2.321, -4.463, -3.358)
C (1.941, -3.380, -2.577)
C (3.173, -1.405, 0.001)
C (4.049, -2.083, 0.854)
C (5.373, -1.658, 0.977)
C (5.827, -0.556, 0.245)
C (4.981, 0.073, -0.660)
C (3.657, -0.342, -0.772)
As (0.328, 0.259, 2.124)
C (-1.012, 1.351, 3.039)
C (-0.613, 2.676, 3.118)
C (-1.501, 3.652, 3.509)
C (-2.810, 3.331, 3.861)
C (-3.179, 1.992, 3.938)
C (-2.302, 1.008, 3.496)
C (1.635, 0.213, 3.631)
C (1.222, 0.091, 4.968)
C (2.157, 0.004, 6.000)
C (3.542, 0.036, 5.717)
C (3.939, 0.138, 4.408)
C (2.992, 0.222, 3.377)
H (-0.406, -1.922, 3.271)
H (-1.207, -1.665, 1.749)
H (0.284, -3.530, 1.445)
H (1.668, -2.741, 2.168)
H (1.723, -4.970, 0.428)
H (2.430, -6.865, -0.997)
H (2.768, -6.558, -3.416)
H (2.457, -4.286, -4.427)
H (1.860, -2.406, -3.047)
H (3.736, -2.889, 1.508)
H (6.025, -2.133, 1.680)
H (6.851, -0.224, 0.349)
H (5.338, 0.915, -1.273)
H (2.999, 0.189, -1.445)
H (0.396, 2.993, 2.818)
H (-1.189, 4.693, 3.513)
H (-3.538, 4.086, 4.075)
H (-4.174, 1.703, 4.250)
H (-2.604, -0.030, 3.425)
H (0.155, 0.092, 5.202)
H (1.796, -0.088, 7.016)
H (4.269, -0.025, 6.514)
H (5.011, 0.118, 4.160)
H (3.359, 0.359, 2.358)
S (-2.268, -0.795, -7.698)
C (-1.531, -0.071, -6.411)
S (-0.047, -0.630, -5.745)
C (0.124, 0.560, -4.461)
C (-0.870, 1.501, -4.399)
S (-1.076, 2.721, -3.206)
S (-2.149, 1.325, -5.600)
S (1.462, 0.373, -3.405)
S (-2.738, -3.283, -3.201)
C (-1.529, -2.160, -2.716)
N (-1.905, -0.939, -2.570)
C (-3.273, -0.800, -2.793)
C (-4.010, 0.377, -2.671)
C (-5.354, 0.345, -2.922)
C (-5.981, -0.865, -3.273)
C (-5.264, -2.038, -3.345)
C (-3.886, -1.998, -3.123)
H (-0.513, -2.430, -2.553)
H (-3.570, 1.307, -2.337)
H (-5.920, 1.262, -2.818)
H (-7.055, -0.893, -3.410)
H (-5.741, -2.984, -3.571)

2S+1 ... 8
HOMO level (spin up / spin down) ... -5.47 / -6.75 eV
Energy relative to the best compared isomer or geometry (same formula, charge and spin) ... 388.89 kJ/mol
Calculated total energy ... -281380.2370 eV
Net charge ... 0
Kohn-Sham gap (spin up / spin down) ... 5.558 / 3.774 eV
<S²> ... 16.11


Below is C44H37AsN2O2Ru as an isolated structure at a distorted geometry, with properties calculated with ωB97M-V/def2-TZVPD.

Cartesian coordinates (Å):
Ru (-0.060, 1.469, -1.377)
C (3.486, 2.598, -3.706)
C (2.912, 3.309, -4.755)
C (1.535, 3.349, -4.869)
C (0.752, 2.687, -3.931)
N (1.320, 2.050, -2.880)
C (2.656, 1.998, -2.785)
C (-0.708, 2.640, -3.945)
C (-1.501, 2.951, -5.044)
C (-2.881, 2.875, -4.938)
C (-3.484, 2.511, -3.741)
C (-2.702, 2.183, -2.638)
C (-1.324, 2.220, -2.758)
H (4.558, 2.517, -3.602)
H (3.539, 3.824, -5.470)
H (1.054, 3.901, -5.664)
H (3.062, 1.447, -1.946)
H (-1.043, 3.234, -5.983)
H (-3.495, 3.118, -5.795)
H (-4.562, 2.482, -3.658)
H (-3.166, 1.919, -1.698)
C (0.709, -1.170, 7.638)
C (1.257, -0.983, 6.251)
C (2.317, -1.789, 5.821)
C (2.876, -1.671, 4.545)
C (2.384, -0.736, 3.676)
C (1.315, 0.093, 4.091)
N (0.756, 0.986, 3.222)
C (1.352, 1.631, 2.163)
C (2.738, 1.851, 2.092)
C (3.265, 2.649, 1.094)
C (2.434, 3.281, 0.179)
C (1.055, 3.056, 0.216)
C (0.514, 2.193, 1.175)
C (-0.984, 1.938, 1.201)
O (-1.539, 1.767, 2.276)
O (-1.525, 1.884, 0.034)
C (0.745, -0.019, 5.389)
C (-0.347, 0.921, 5.805)
H (1.114, -2.075, 8.084)
H (-0.378, -1.243, 7.631)
H (0.981, -0.330, 8.281)
H (2.709, -2.534, 6.502)
H (3.679, -2.328, 4.240)
H (2.759, -0.661, 2.664)
H (-0.255, 1.195, 3.294)
H (3.380, 1.454, 2.866)
H (4.331, 2.835, 1.076)
H (2.849, 3.986, -0.529)
H (0.388, 3.709, -0.346)
H (-0.162, 1.934, 5.447)
H (-0.439, 0.959, 6.886)
H (-1.317, 0.604, 5.408)
C (1.424, -5.126, 0.784)
C (1.281, -4.034, 1.628)
C (0.830, -2.824, 1.123)
C (0.495, -2.716, -0.222)
C (0.678, -3.796, -1.077)
C (1.138, -5.001, -0.567)
As (-0.331, -1.069, -0.901)
C (-0.724, -1.544, -2.745)
C (-1.730, -2.445, -3.088)
C (-1.993, -2.711, -4.422)
C (-1.252, -2.091, -5.421)
C (-0.225, -1.223, -5.086)
C (0.039, -0.953, -3.751)
C (-2.091, -1.137, -0.062)
C (-2.217, -1.348, 1.307)
C (-3.464, -1.291, 1.908)
C (-4.588, -1.001, 1.152)
C (-4.468, -0.796, -0.215)
C (-3.225, -0.863, -0.822)
H (1.767, -6.073, 1.179)
H (1.515, -4.123, 2.681)
H (0.747, -1.968, 1.783)
H (0.460, -3.705, -2.132)
H (1.270, -5.845, -1.231)
H (-2.300, -2.941, -2.312)
H (-2.779, -3.406, -4.685)
H (-1.465, -2.301, -6.460)
H (0.375, -0.763, -5.861)
H (0.869, -0.313, -3.482)
H (-1.347, -1.571, 1.911)
H (-3.556, -1.465, 2.972)
H (-5.558, -0.932, 1.626)
H (-5.346, -0.583, -0.812)
H (-3.139, -0.709, -1.888)

2S+1 ... 5
HOMO level (spin up / spin down) ... -13.25 / -13.65 eV
Energy relative to the best compared isomer or geometry (same formula, charge and spin) ... 59.55 kJ/mol
Calculated total energy ... -116709.4861 eV
Net charge ... +2
Kohn-Sham gap (spin up / spin down) ... 7.866 / 5.339 eV
<S²> ... 6.07


Calculated values (Da) of molar mass for the records, taken in order: 1233.6 773.7 1185.4 801.8.